Entry from the OMol25 dataset: the molecule C3H5N5O at a distorted geometry (ωB97M-V/def2-TZVPD).

The geometry in XYZ format:
```
14
C3H5N5O, DFT ωB97M-V/def2-TZVPD
N 2.432 -0.918 0.145
N 1.641 -0.033 -0.436
O 1.732 1.343 -0.096
N 0.529 1.879 -0.039
C -0.318 0.968 -0.008
C -1.846 0.723 -0.088
N -1.818 -0.746 -0.120
N -0.501 -1.254 -0.290
C 0.304 -0.230 -0.315
H 2.681 -1.924 -0.360
H 1.903 -1.121 0.966
H -2.552 0.998 0.807
H -2.140 1.319 -1.079
H -2.047 -1.002 0.912
```

E in Ha: -466.08022
SMILES: NN1ON=C2CNN=C21
HOMO-LUMO gap in Eh: 0.3151
Maximum force in hartree/bohr: 0.08649
Energy above the lowest of the compared OMol25 structures with the same formula, charge and spin in kJ/mol: 637.4


Entry from the OMol25 dataset: a 2-piece molecular cluster, C4H9N2O2 overall at a distorted geometry (ωB97M-V/def2-TZVPD).

The geometry in XYZ format:
```
17
C4H9N2O2, DFT ωB97M-V/def2-TZVPD
C 0.523 -1.473 -0.400
C 1.405 -0.311 -0.558
C 1.154 0.777 0.359
C -0.845 -0.299 0.958
N -0.413 -1.502 0.474
N -0.282 0.993 0.446
O -2.411 0.330 -1.017
O -2.623 -0.075 0.230
H 0.863 -2.264 -1.039
H 2.479 -0.574 -0.355
H 1.264 0.069 -1.599
H 1.599 0.399 1.292
H 1.754 1.668 0.095
H -0.890 -0.193 2.000
H -0.702 1.555 1.166
H -0.566 1.335 -0.453
H -2.308 -0.436 -1.599
```

E in Ha: -417.25304
Charge: +1
HOMO-LUMO gap (alpha / beta) in Eh: 0.2989 / 0.2884
2S+1: 3
Maximum force in hartree/bohr: 0.10603
⟨S²⟩: 2.021
Energy above the lowest of the compared OMol25 structures with the same formula, charge and spin in kJ/mol: 372.6


Entry from the OMol25 dataset: the molecule C3H5N3S at a distorted geometry (ωB97M-V/def2-TZVPD).

The geometry in XYZ format:
```
12
C3H5N3S, DFT ωB97M-V/def2-TZVPD
H 1.565 -1.790 0.003
N 2.348 -1.213 -0.111
C 2.148 0.064 -0.053
N 0.979 0.733 0.252
N -0.051 -0.110 0.107
C -1.265 0.404 0.056
C -2.436 -0.466 0.160
S -4.115 -0.211 -0.083
H 3.024 0.709 -0.460
H 0.920 1.720 -0.321
H -1.141 1.615 -0.222
H -1.976 -1.453 0.672
```

E in Ha: -679.62824
SMILES: [H]/N=C\N/N=C/C=S
HOMO-LUMO gap in Eh: 0.2763
Maximum force in hartree/bohr: 0.08527
Energy above the lowest of the compared OMol25 structures with the same formula, charge and spin in kJ/mol: 412.1


Entry from the OMol25 dataset: the molecule C22H27N3O at a distorted geometry (ωB97M-V/def2-TZVPD).

The geometry in XYZ format:
```
53
C22H27N3O, DFT ωB97M-V/def2-TZVPD
C 1.561 2.111 -2.376
C 2.134 1.181 -1.303
N 1.621 1.584 -0.004
C 2.209 1.001 1.194
C 3.737 1.129 1.309
C 4.202 0.619 2.669
C 3.788 -0.837 2.860
C 2.277 -0.985 2.719
C 1.813 -0.466 1.360
C 1.751 -0.245 -1.673
O 2.549 -1.052 -2.108
N 0.438 -0.588 -1.560
N -0.499 0.233 -1.078
C -1.704 -0.157 -0.896
C -2.647 0.823 -0.357
C -2.196 2.104 -0.027
C -3.068 3.041 0.485
C -4.403 2.719 0.682
C -4.856 1.448 0.373
C -3.987 0.502 -0.139
C -2.174 -1.535 -1.196
C -3.049 -1.768 -2.253
C -3.457 -3.056 -2.547
C -2.995 -4.122 -1.793
C -2.120 -3.898 -0.743
C -1.706 -2.611 -0.448
H 1.867 1.776 -3.364
H 0.477 2.112 -2.314
H 1.928 3.125 -2.225
H 3.236 1.216 -1.363
H 1.685 2.595 0.057
H 1.759 1.560 2.026
H 4.213 0.535 0.526
H 4.033 2.173 1.176
H 5.288 0.711 2.747
H 3.758 1.230 3.459
H 4.108 -1.189 3.844
H 4.283 -1.453 2.106
H 1.996 -2.035 2.829
H 1.779 -0.421 3.512
H 2.275 -1.064 0.573
H 0.729 -0.550 1.272
H 0.205 -1.554 -1.809
H -1.151 2.327 -0.173
H -2.711 4.029 0.735
H -5.086 3.455 1.081
H -5.893 1.189 0.535
H -4.350 -0.489 -0.367
H -3.401 -0.934 -2.844
H -4.138 -3.229 -3.368
H -3.317 -5.127 -2.024
H -1.756 -4.727 -0.154
H -1.029 -2.434 0.377
```

E in Ha: -1094.03082
SMILES: C[C@@H](NC1CCCCC1)C(=O)NN=C(c1ccccc1)c1ccccc1
HOMO-LUMO gap in Eh: 0.3228
Maximum force in hartree/bohr: 0.02573
Energy above the lowest of the compared OMol25 structures with the same formula, charge and spin in kJ/mol: 155.4


Entry from the OMol25 dataset: a 6-piece molecular cluster, C34H41F40O5S3 overall at a distorted geometry (ωB97M-V/def2-TZVPD).

The geometry in XYZ format:
```
123
C34H41F40O5S3, DFT ωB97M-V/def2-TZVPD
C -3.617 0.743 -1.565
C -2.866 -0.331 -0.708
C -2.385 -1.577 -1.517
C -0.988 -1.427 -2.195
C -0.901 -0.256 -3.229
C 0.146 -0.520 -4.346
S 0.398 0.927 -5.505
S -0.594 2.625 -4.739
C -0.337 0.484 -7.154
C -1.130 1.650 -7.831
C -2.678 1.564 -7.616
S -3.134 0.728 -6.035
H -4.566 0.367 -1.994
H -2.991 1.162 -2.378
H -3.901 1.589 -0.907
H -2.071 0.108 -0.076
H -3.626 -0.712 0.011
H -3.158 -1.943 -2.229
H -2.272 -2.400 -0.776
H -0.201 -1.334 -1.417
H -0.809 -2.376 -2.753
H -0.591 0.650 -2.667
H -1.889 -0.109 -3.699
H -0.156 -1.355 -5.017
H 1.146 -0.807 -3.956
H 0.268 3.088 -3.761
H 0.539 0.273 -7.805
H -0.915 -0.459 -7.111
H -0.919 1.574 -8.918
H -0.775 2.656 -7.537
H -3.172 1.045 -8.459
H -3.061 2.603 -7.565
H -4.243 1.403 -5.571
C -2.243 0.651 4.854
C -3.479 1.215 5.599
C -4.870 0.806 5.104
F -5.124 1.223 3.855
F -5.816 1.369 5.894
F -3.375 2.560 5.657
F -3.382 0.768 6.879
O -1.580 1.495 3.895
C -2.036 1.500 2.564
C -2.520 2.880 2.113
F -3.553 3.307 2.858
F -2.946 2.822 0.826
F -2.953 0.538 2.382
F -0.976 1.144 1.814
H -1.487 0.510 5.627
H -2.424 -0.347 4.455
H -4.999 -0.279 5.146
H -1.722 3.616 2.188
C 4.522 2.298 3.951
C 4.680 1.342 2.743
C 4.800 1.975 1.354
F 3.705 2.668 1.006
F 4.947 1.011 0.409
F 3.674 0.440 2.767
F 5.826 0.641 2.951
O 3.197 2.492 4.466
C 2.372 3.481 3.920
C 1.114 2.874 3.296
F 1.430 2.026 2.301
F 0.336 3.847 2.759
F 3.056 4.254 3.065
F 2.007 4.283 4.936
H 5.048 1.811 4.774
H 5.046 3.243 3.805
H 5.667 2.636 1.293
H 0.535 2.328 4.039
C -7.767 1.350 8.565
C -8.178 -0.143 8.609
C -9.632 -0.502 8.286
F -10.506 0.019 9.157
F -9.792 -1.847 8.342
F -7.822 -0.660 9.803
F -7.409 -0.775 7.674
O -7.677 2.059 9.811
C -8.798 2.690 10.365
C -9.160 2.114 11.736
F -9.466 0.807 11.657
F -10.241 2.750 12.235
F -9.825 2.683 9.506
F -8.458 3.983 10.525
H -6.738 1.350 8.203
H -8.325 1.912 7.816
H -9.901 -0.173 7.278
H -8.328 2.228 12.434
C 6.924 -0.089 -1.677
C 8.106 0.349 -0.775
C 9.092 1.379 -1.336
F 9.759 0.933 -2.409
F 10.024 1.671 -0.400
F 8.758 -0.747 -0.341
F 7.526 0.918 0.319
O 6.999 -1.336 -2.386
C 7.561 -1.404 -3.665
C 8.780 -2.327 -3.727
F 9.762 -1.898 -2.919
F 9.273 -2.356 -4.983
F 7.807 -0.176 -4.134
F 6.585 -1.907 -4.455
H 6.100 -0.252 -0.984
H 6.586 0.716 -2.330
H 8.579 2.307 -1.602
H 8.511 -3.342 -3.427
C 4.128 -4.109 -5.907
C 3.276 -3.446 -7.020
C 1.752 -3.573 -6.928
F 1.323 -4.834 -7.012
F 1.172 -2.902 -7.960
F 3.710 -3.873 -8.220
F 3.553 -2.109 -6.964
O 4.730 -5.379 -6.183
C 4.034 -6.574 -5.950
C 3.836 -7.381 -7.235
F 3.116 -6.695 -8.141
F 3.164 -8.519 -6.965
F 2.887 -6.337 -5.297
F 4.797 -7.292 -5.109
H 4.986 -3.448 -5.776
H 3.621 -4.102 -4.942
H 1.381 -3.138 -5.995
H 4.799 -7.635 -7.683
```

E in Ha: -6885.26973
Charge: +1
HOMO-LUMO gap in Eh: 0.3078
Maximum force in hartree/bohr: 0.03455


Entry from the OMol25 dataset: the molecule C4H8N2S at a distorted geometry (ωB97M-V/def2-TZVPD).

The geometry in XYZ format:
```
15
C4H8N2S, DFT ωB97M-V/def2-TZVPD
H 3.462 -0.661 -0.762
N 2.559 -0.872 -0.271
C 1.882 0.170 -0.155
N 0.580 0.229 0.268
C -0.217 -0.940 0.552
C -1.439 0.069 0.572
S -3.007 -0.407 -0.255
C -0.485 1.085 0.025
H 2.268 1.090 -0.597
H 0.065 -1.389 1.505
H -0.296 -1.598 -0.309
H -1.723 0.237 1.582
H -2.701 -0.245 -1.752
H -0.519 1.266 -1.020
H -0.430 1.967 0.615
```

E in Ha: -664.83352
SMILES: [H]/N=C/N1CC(S)C1
HOMO-LUMO gap in Eh: 0.3464
Maximum force in hartree/bohr: 0.08420
Energy above the lowest of the compared OMol25 structures with the same formula, charge and spin in kJ/mol: 260.6


Entry from the OMol25 dataset: the molecule C3H9N3O at a distorted geometry (ωB97M-V/def2-TZVPD).

The geometry in XYZ format:
```
16
C3H9N3O, DFT ωB97M-V/def2-TZVPD
N 2.503 -0.026 -0.734
C 1.520 1.006 -0.510
N 0.401 0.623 0.393
C -0.598 -0.178 -0.375
C -1.464 -0.837 0.677
N -2.679 -0.256 0.921
O -1.020 -1.742 1.351
H 2.854 -0.373 0.129
H 2.329 -0.748 -1.413
H 2.039 1.832 -0.048
H 1.016 1.313 -1.399
H 0.686 -0.126 1.017
H -1.242 0.391 -1.052
H -0.061 -0.916 -0.980
H -3.058 -0.115 1.841
H -3.224 0.152 0.182
```

E in Ha: -359.20352
SMILES: NCNCC(N)=O
HOMO-LUMO gap in Eh: 0.3651
Maximum force in hartree/bohr: 0.03332
Energy above the lowest of the compared OMol25 structures with the same formula, charge and spin in kJ/mol: 107.5


Entry from the OMol25 dataset: C46H41IrN6O2PS2 as an isolated structure (ωB97M-V/def2-TZVPD).

The geometry in XYZ format:
```
99
C46H41IrN6O2PS2, DFT ωB97M-V/def2-TZVPD
Ir 0.933 0.518 0.570
C 1.810 5.948 1.260
N 1.285 4.710 0.668
C 0.520 4.638 -0.461
C 0.235 3.319 -0.662
N 0.825 2.599 0.339
C 1.460 3.457 1.134
P 2.538 2.957 2.513
C 1.429 1.705 3.231
N 0.819 0.720 2.558
C 0.207 -0.108 3.461
C 0.445 0.398 4.703
N 1.205 1.523 4.544
C 1.710 2.360 5.641
C 3.519 1.774 1.540
N 3.027 0.828 0.733
C 4.099 0.171 0.189
C 5.242 0.732 0.671
N 4.863 1.735 1.517
C 5.783 2.591 2.277
H 1.459 6.784 0.664
H 1.447 6.057 2.279
H 2.897 5.938 1.249
H 0.235 5.516 -1.017
H -0.368 2.859 -1.426
H -0.371 -0.965 3.159
H 0.135 0.049 5.673
H 1.260 2.011 6.566
H 2.791 2.270 5.715
H 1.429 3.397 5.480
H 3.998 -0.652 -0.495
H 6.276 0.498 0.487
H 6.798 2.342 1.983
H 5.597 3.638 2.052
H 5.670 2.410 3.343
C -5.284 4.674 1.113
C -4.269 3.590 0.907
C -3.098 3.546 1.663
C -2.156 2.552 1.469
C -2.374 1.596 0.482
C -3.561 1.589 -0.253
C -4.487 2.591 -0.047
S -1.380 0.151 0.486
O -1.850 -0.736 1.542
C -1.545 -0.580 -1.123
C -1.708 0.256 -2.256
C -1.652 -0.289 -3.501
C -1.399 -1.672 -3.681
C -1.325 -2.233 -4.977
C -1.069 -3.565 -5.138
C -0.870 -4.391 -4.012
C -0.940 -3.877 -2.748
C -1.214 -2.501 -2.545
C -1.296 -1.930 -1.233
C -1.130 -2.843 -0.058
C -2.195 -3.731 0.256
C -3.416 -3.734 -0.471
C -4.416 -4.601 -0.142
C -4.258 -5.515 0.925
C -3.102 -5.532 1.647
C -2.046 -4.640 1.338
C -0.852 -4.642 2.093
C 0.159 -3.771 1.809
C 0.004 -2.883 0.726
S 1.341 -1.733 0.544
O 2.447 -2.164 1.383
C 1.732 -1.685 -1.163
C 1.539 -0.455 -1.782
C 1.884 -0.269 -3.104
C 2.420 -1.338 -3.829
C 2.775 -1.181 -5.278
C 2.619 -2.564 -3.187
C 2.286 -2.749 -1.856
H -5.161 5.162 2.078
H -6.297 4.279 1.048
H -5.183 5.435 0.336
H -2.938 4.292 2.432
H -1.276 2.504 2.098
H -3.763 0.801 -0.967
H -5.409 2.591 -0.614
H -1.928 1.307 -2.125
H -1.816 0.332 -4.374
H -1.487 -1.593 -5.836
H -1.026 -3.994 -6.131
H -0.670 -5.445 -4.153
H -0.798 -4.527 -1.895
H -3.561 -3.044 -1.292
H -5.340 -4.592 -0.704
H -5.060 -6.199 1.167
H -2.976 -6.225 2.469
H -0.745 -5.346 2.908
H 1.076 -3.765 2.382
H 1.009 0.414 -1.302
H 1.715 0.683 -3.591
H 2.524 -0.190 -5.652
H 2.247 -1.921 -5.880
H 3.843 -1.345 -5.429
H 3.044 -3.388 -3.747
H 2.455 -3.698 -1.361
```

E in Ha: -3497.78752
Charge: +3
HOMO-LUMO gap in Eh: 0.2361
Maximum force in hartree/bohr: 0.00951
Energy above the lowest of the compared OMol25 structures with the same formula, charge and spin in kJ/mol: 0.0


Entry from the OMol25 dataset: a 4-piece molecular cluster, C19H27FN4O3 overall at a distorted geometry (ωB97M-V/def2-TZVPD).

The geometry in XYZ format:
```
54
C19H27FN4O3, DFT ωB97M-V/def2-TZVPD
H 2.131 0.750 -2.509
N 2.307 -0.212 -2.867
C 2.394 -1.011 -1.850
C 2.246 -0.367 -0.391
C 2.751 -2.581 -2.054
C 4.308 -2.525 -1.734
C 5.244 -1.876 -2.599
F 5.064 -1.319 -3.841
C 6.466 -1.796 -1.617
O 7.041 -0.716 -1.610
O 6.506 -2.657 -0.503
C 5.156 -3.126 -0.570
O 4.863 -4.150 0.020
H 3.055 0.433 -0.249
H 2.408 -1.207 0.353
H 1.220 0.059 -0.218
H 2.480 -2.923 -3.088
H 2.205 -3.094 -1.202
C 0.511 5.345 1.061
C 1.249 4.251 1.824
C 2.176 3.419 0.936
C 1.439 2.643 -0.064
N 0.861 2.033 -0.849
H -0.157 4.925 0.306
H -0.096 5.938 1.748
H 1.213 6.019 0.563
H 0.520 3.603 2.320
H 1.848 4.719 2.611
H 2.747 2.731 1.567
H 2.902 4.069 0.439
C -3.272 0.081 3.285
C -2.615 1.297 2.643
C -1.830 0.958 1.376
C -0.672 0.102 1.650
N 0.235 -0.574 1.863
H -2.527 -0.643 3.624
H -3.859 0.386 4.154
H -3.943 -0.418 2.581
H -1.960 1.781 3.375
H -3.396 2.020 2.386
H -1.481 1.887 0.916
H -2.487 0.473 0.648
C -3.485 -2.954 -1.867
C -4.551 -3.065 -0.783
C -5.710 -2.086 -0.977
C -5.288 -0.689 -0.840
N -4.957 0.407 -0.735
H -3.004 -1.973 -1.856
H -2.709 -3.706 -1.709
H -3.916 -3.115 -2.859
H -4.087 -2.912 0.196
H -4.950 -4.084 -0.791
H -6.481 -2.297 -0.229
H -6.171 -2.240 -1.956
```

E in Ha: -1284.66375
SMILES: [H]/N=C(\C)CC1=C(F)C(=O)OC1=O.CCCC#N.CCCC#N.CCCC#N
HOMO-LUMO gap in Eh: 0.3233
Maximum force in hartree/bohr: 0.10543


Entry from the OMol25 dataset: C2H7S2 as an isolated structure at a distorted geometry (ωB97M-V/def2-TZVPD).

The geometry in XYZ format:
```
11
C2H7S2, DFT ωB97M-V/def2-TZVPD
C -0.374 -0.360 2.170
S -1.291 -0.934 0.750
H -0.503 0.731 2.233
H -0.775 -0.823 3.128
H 0.707 -0.612 2.029
H -0.521 0.121 0.006
C 0.519 0.324 -2.180
S 0.908 1.000 -0.556
H -0.552 0.251 -2.334
H 0.913 0.982 -2.973
H 0.968 -0.680 -2.273
```

E in Ha: -876.78515
Charge: -1
HOMO-LUMO gap in Eh: 0.2444
Maximum force in hartree/bohr: 0.02759
Energy above the lowest of the compared OMol25 structures with the same formula, charge and spin in kJ/mol: 65.2


Entry from the OMol25 dataset: C24H37F6N3O7RhS5Si as an isolated structure at a distorted geometry (ωB97M-V/def2-TZVPD).

The geometry in XYZ format:
```
84
C24H37F6N3O7RhS5Si, DFT ωB97M-V/def2-TZVPD
Rh 11.393 13.823 9.702
F 12.932 13.460 15.369
C 12.103 13.158 14.416
F 10.840 13.231 14.867
F 12.354 11.906 13.996
S 12.313 14.377 12.961
O 11.529 13.665 11.943
O 11.744 15.555 13.486
N 13.812 14.505 12.557
S 14.579 14.133 11.245
O 13.783 13.902 10.058
O 15.767 14.919 11.109
C 15.258 12.484 11.756
F 15.878 12.679 12.969
F 16.107 11.967 10.915
F 14.260 11.625 11.978
C 12.284 16.947 6.372
C 11.878 16.138 7.577
S 11.428 14.455 7.405
C 11.863 16.840 8.817
C 12.167 18.299 8.711
S 11.399 16.087 10.241
H 13.198 17.467 6.630
H 11.618 17.787 6.210
H 12.346 16.376 5.455
H 13.155 18.456 8.274
H 12.064 18.758 9.709
H 11.406 18.794 8.101
C 12.623 7.770 6.115
C 11.492 8.133 7.069
C 10.668 9.313 6.584
C 10.583 6.953 7.373
O 12.076 8.522 8.325
Si 11.676 9.378 9.618
S 11.696 11.473 9.030
O 12.680 8.996 10.871
C 13.860 8.131 10.949
C 13.384 6.697 10.856
C 14.432 8.459 12.375
C 14.828 8.544 9.848
O 10.164 8.974 9.989
C 9.433 8.636 11.195
C 9.740 7.157 11.449
C 9.981 9.600 12.262
C 7.962 8.850 10.969
H 12.219 7.622 5.105
H 13.166 6.891 6.500
H 13.397 8.537 6.084
H 10.090 9.099 5.688
H 11.288 10.182 6.429
H 9.924 9.547 7.364
H 10.002 6.567 6.528
H 9.817 7.302 8.095
H 11.124 6.140 7.895
H 12.987 6.359 11.789
H 14.184 5.980 10.633
H 12.519 6.549 10.203
H 13.690 8.342 13.141
H 14.838 9.478 12.479
H 15.260 7.776 12.603
H 14.485 8.294 8.849
H 15.813 8.083 9.913
H 15.045 9.646 9.941
H 10.702 7.012 11.965
H 9.760 6.560 10.538
H 8.968 6.728 12.127
H 11.075 9.478 12.369
H 9.534 9.295 13.198
H 9.687 10.639 12.033
H 7.570 8.320 10.113
H 7.776 9.909 10.783
H 7.386 8.534 11.827
N 6.557 11.753 13.399
C 6.894 12.327 12.457
C 7.467 13.072 11.368
C 6.595 13.638 10.356
C 7.160 14.168 9.189
C 8.561 14.099 9.026
N 9.350 13.652 9.991
C 8.832 13.165 11.183
H 5.520 13.602 10.509
H 6.538 14.617 8.411
H 9.019 14.493 8.113
H 9.553 12.779 11.916
```

E in Ha: -4618.01336
Charge: -1
HOMO-LUMO gap (alpha / beta) in Eh: 0.2022 / 0.2188
2S+1: 5
Maximum force in hartree/bohr: 0.05461
⟨S²⟩: 6.024
Energy above the lowest of the compared OMol25 structures with the same formula, charge and spin in kJ/mol: 38.1